Model i:
Molecular formula: C3H3Br2N
Method: DFT, ωB97M-V with the def2-TZVPD basis set

Last column: natural (NBO) charge in e.
Cartesian coordinates (Å):
C  -0.39  -0.19  -1.83  0.184
C  0.84  -0.06  0.42  -0.716
C  -0.28  -0.35  -0.42  -0.087
N  -0.46  -0.19  -2.99  -0.248
Br  -1.51  1.51  2.37  -0.144
Br  -1.83  -0.94  0.41  0.247
H  1.62  0.66  0.06  0.253
H  1.50  -0.82  0.65  0.251
H  0.51  0.39  1.33  0.260

The LUMO energy (alpha / beta) is -0.063 / -0.128 hartree.

Model ii:
Molecular formula: C3H3Br2N
Method: DFT, ωB97M-V with the def2-TZVPD basis set

Last column: natural (NBO) charge in e.
Cartesian coordinates (Å):
C  -0.51  -2.42  0.39  0.152
C  0.37  -0.49  -0.85  -0.488
C  -0.50  -1.06  0.22  0.006
N  -0.43  -3.58  0.41  -0.132
Br  2.23  -0.42  -0.05  0.069
Br  -3.19  0.48  -0.18  -0.430
H  0.38  -1.07  -1.79  0.259
H  0.02  0.49  -1.21  0.275
H  -1.06  -0.53  0.95  0.290

The LUMO energy (alpha / beta) is -0.153 / -0.154 hartree.

Relative to the most stable structure, the computed energies are model i 0.000; model ii 0.348, all in eV.

Model i:
Molecular formula: H22O11
Method: DFT, ωB97M-V with the def2-TZVPD basis set

Last column: natural (NBO) charge in e.
Cartesian coordinates (Å):
H  -0.15  -0.58  0.86  0.469
H  -0.42  0.17  -0.35  0.465
H  -1.37  -1.57  -1.40  0.496
H  -2.12  -2.61  -0.47  0.463
H  0.26  2.41  0.77  0.487
H  0.87  1.65  -0.34  0.451
H  -3.25  2.32  1.12  0.473
H  -2.84  0.89  1.40  0.493
H  0.86  1.34  4.53  0.467
H  0.79  1.76  5.96  0.466
H  0.15  2.57  -1.77  0.481
H  -0.71  2.52  -3.09  0.488
H  -4.81  -0.77  -0.17  0.469
H  -3.93  -1.72  0.42  0.475
H  1.87  -5.39  1.05  0.458
H  1.09  -4.84  -0.09  0.470
H  3.62  -0.07  2.07  0.473
H  2.17  -0.47  2.09  0.463
H  1.55  2.37  -3.07  0.462
H  2.65  1.87  -2.34  0.458
H  2.23  -0.41  -3.43  0.466
H  1.65  -1.66  -3.77  0.457
O  -0.51  -0.72  -0.05  -0.934
O  -2.20  -1.74  -0.87  -0.958
O  0.92  2.52  0.11  -0.930
O  -2.48  1.74  1.15  -0.967
O  0.22  1.49  5.23  -0.933
O  -0.39  2.04  -2.29  -0.968
O  -4.47  -1.00  0.76  -0.943
O  1.04  -5.29  0.78  -0.928
O  2.75  0.31  1.93  -0.935
O  2.47  2.12  -3.20  -0.928
O  2.50  -1.26  -3.52  -0.924

The LUMO energy is -0.006 hartree. As for the structure (SMILES): O.O.O.O.O.O.O.O.O.O.O.

Model ii:
Molecular formula: H22O11
Method: DFT, ωB97M-V with the def2-TZVPD basis set

Last column: natural (NBO) charge in e.
Cartesian coordinates (Å):
O  -3.05  0.01  0.49  -0.969
H  -3.55  -0.74  0.17  0.511
H  -3.51  0.28  1.29  0.505
O  -0.15  -4.04  0.42  -0.947
H  -0.10  -3.17  0.82  0.478
H  0.55  -4.05  -0.23  0.466
O  -2.38  -0.79  -2.52  -0.941
H  -1.84  -0.65  -1.74  0.468
H  -2.21  -0.02  -3.06  0.469
O  1.14  0.33  2.67  -0.966
H  0.85  0.56  1.79  0.491
H  1.37  1.17  3.07  0.480
O  -1.93  2.12  -0.81  -0.981
H  -2.75  2.59  -0.95  0.482
H  -2.19  1.28  -0.45  0.492
O  3.32  -1.07  0.63  -0.949
H  3.87  -1.02  1.42  0.474
H  2.49  -0.68  0.90  0.474
O  -0.32  -1.87  2.59  -0.975
H  0.18  -1.20  3.05  0.492
H  -0.58  -1.45  1.77  0.464
O  0.34  2.53  -2.39  -0.967
H  -0.56  2.45  -2.06  0.483
H  0.45  1.79  -2.98  0.471
O  -0.49  -0.65  0.01  -0.976
H  -1.40  -0.47  0.23  0.482
H  -0.10  0.21  -0.12  0.484
O  1.37  2.09  0.36  -0.971
H  0.86  2.89  0.20  0.495
H  2.23  2.41  0.64  0.483
O  2.63  -0.29  -2.13  -0.944
H  3.46  -0.49  -1.70  0.482
H  2.04  -0.05  -1.41  0.462

The LUMO energy is -0.012 hartree. As for the structure (SMILES): O.O.O.O.O.O.O.O.O.O.O.

Relative to the most stable structure, the computed energies are model i 2.657; model ii 0.000, all in eV.

Model i:
Molecular formula: H22O11
Method: DFT, ωB97M-V with the def2-TZVPD basis set

Last column: natural (NBO) charge in e.
Cartesian coordinates (Å):
H  -0.40  -0.33  1.61  0.480
H  -0.55  -0.78  0.16  0.480
H  2.12  -1.86  -3.42  0.470
H  2.42  -2.23  -1.98  0.469
H  0.60  3.39  1.13  0.473
H  0.47  1.97  1.66  0.467
H  3.62  -2.33  1.87  0.473
H  4.19  -2.09  3.25  0.471
H  -3.06  1.93  1.63  0.464
H  -2.37  2.38  2.91  0.477
H  1.01  -0.78  0.83  0.444
H  2.44  -0.28  0.84  0.494
H  -1.81  0.81  0.40  0.490
H  -2.31  2.13  -0.16  0.466
H  0.03  -1.66  3.21  0.487
H  -0.50  -0.34  3.72  0.481
H  -1.38  0.06  -2.01  0.487
H  -1.90  -0.35  -3.38  0.472
H  0.19  1.74  -3.09  0.485
H  0.91  3.08  -3.14  0.458
H  -3.09  -3.17  -1.55  0.470
H  -4.56  -3.49  -1.79  0.469
O  -1.05  -0.68  0.98  -0.959
O  2.84  -1.91  -2.79  -0.939
O  1.02  2.76  1.73  -0.940
O  3.78  -1.63  2.51  -0.944
O  -2.29  2.42  1.95  -0.942
O  1.78  -0.68  0.27  -0.946
O  -1.64  1.45  -0.30  -0.977
O  0.22  -0.72  3.21  -0.936
O  -1.08  -0.15  -2.90  -0.961
O  0.89  2.21  -3.56  -0.946
O  -3.98  -2.81  -1.44  -0.939

The LUMO energy is -0.006 hartree. As for the structure (SMILES): O.O.O.O.O.O.O.O.O.O.O.

Model ii:
Molecular formula: H22O11
Method: DFT, ωB97M-V with the def2-TZVPD basis set

Last column: natural (NBO) charge in e.
Cartesian coordinates (Å):
H  -0.34  0.61  -0.12  0.491
H  -0.81  -1.00  -0.19  0.462
H  2.04  -3.65  0.29  0.455
H  3.18  -2.77  -0.20  0.490
H  3.35  -0.19  -1.35  0.491
H  4.70  0.68  -1.25  0.456
H  0.43  -0.37  1.74  0.478
H  1.44  -0.46  2.94  0.478
H  -5.13  -0.22  0.49  0.475
H  -5.75  1.04  0.03  0.468
H  -0.33  4.30  0.94  0.470
H  -1.13  4.36  2.30  0.478
H  -0.96  -2.41  2.81  0.453
H  -1.09  -2.80  1.43  0.456
H  3.25  3.75  -0.36  0.459
H  2.12  4.05  -1.31  0.457
H  -1.87  -3.58  -2.76  0.478
H  -2.66  -2.30  -2.11  0.485
H  -3.28  1.67  -0.83  0.475
H  -2.40  2.80  -1.06  0.458
H  4.29  -1.00  0.77  0.491
H  2.70  -0.61  0.98  0.510
O  -1.10  -0.02  -0.21  -0.949
O  2.50  -3.46  -0.54  -0.963
O  3.76  0.74  -1.26  -0.954
O  1.15  0.09  2.17  -0.950
O  -4.91  0.61  0.04  -0.940
O  -1.12  4.00  1.35  -0.947
O  -1.36  -3.17  2.29  -0.908
O  2.77  3.34  -1.07  -0.916
O  -2.60  -3.32  -2.15  -0.963
O  -2.65  1.94  -1.44  -0.936
O  3.36  -0.99  0.41  -0.989

The LUMO energy is -0.008 hartree. As for the structure (SMILES): O.O.O.O.O.O.O.O.O.O.O.

Model iii:
Molecular formula: H22O11
Method: DFT, ωB97M-V with the def2-TZVPD basis set

Last column: natural (NBO) charge in e.
Cartesian coordinates (Å):
H  0.42  0.63  -0.33  0.462
H  -0.58  0.13  0.74  0.465
H  0.08  -4.44  1.88  0.461
H  -0.77  -3.66  0.89  0.470
H  1.12  2.02  2.68  0.490
H  1.75  1.03  1.62  0.476
H  -0.11  0.40  -3.30  0.487
H  -1.45  -0.15  -2.69  0.467
H  -0.99  0.84  2.52  0.466
H  -2.52  1.15  2.47  0.459
H  -4.43  -1.07  -0.11  0.439
H  -5.54  -0.26  0.35  0.471
H  1.10  3.51  -2.33  0.483
H  2.59  4.02  -1.96  0.474
H  -4.04  1.36  1.61  0.441
H  -4.12  1.74  0.30  0.452
H  1.15  -0.32  -1.41  0.433
H  -0.13  -1.04  -1.67  0.477
H  3.08  -3.17  -1.21  0.463
H  3.35  -2.40  0.13  0.474
H  4.75  0.53  0.46  0.470
H  5.23  -0.50  -0.64  0.480
O  -0.36  0.16  -0.19  -0.927
O  0.11  -3.94  1.12  -0.930
O  1.12  1.73  1.73  -0.964
O  -0.76  0.51  -2.57  -0.942
O  -1.65  1.38  2.91  -0.928
O  -4.73  -0.61  0.76  -0.895
O  2.10  3.33  -2.43  -0.956
O  -4.56  1.09  0.89  -0.906
O  0.87  -1.15  -1.72  -0.926
O  2.89  -2.40  -0.76  -0.935
O  5.03  -0.45  0.29  -0.949

The LUMO energy is 0.002 hartree.

Relative to the most stable structure, the computed energies are model i 0.000; model ii 1.392; model iii 6.369, all in eV.

Model i:
Molecular formula: H22O11
Method: DFT, ωB97M-V with the def2-TZVPD basis set

Last column: natural (NBO) charge in e.
Cartesian coordinates (Å):
O  1.61  -1.57  1.37  -0.968
H  1.10  -2.36  1.58  0.473
H  0.96  -0.93  1.10  0.479
O  2.59  2.41  1.55  -0.956
H  2.63  3.18  2.12  0.469
H  1.93  2.62  0.90  0.481
O  3.48  1.04  -1.58  -0.943
H  3.95  0.69  -0.82  0.486
H  2.82  1.63  -1.21  0.458
O  -3.68  1.14  0.01  -0.959
H  -4.27  0.86  -0.69  0.461
H  -3.15  0.37  0.20  0.493
O  -0.14  -1.38  -1.82  -0.973
H  0.58  -0.79  -1.60  0.510
H  -0.15  -1.40  -2.78  0.491
O  -2.69  -1.66  0.43  -0.988
H  -2.94  -2.06  -0.40  0.490
H  -2.20  -2.34  0.89  0.488
O  -2.74  -2.04  -2.16  -0.965
H  -2.67  -2.48  -3.01  0.473
H  -1.84  -1.77  -1.96  0.489
O  0.53  3.19  -0.40  -0.966
H  0.89  3.48  -1.24  0.486
H  -0.03  3.91  -0.12  0.503
O  0.23  0.53  0.39  -0.963
H  0.38  1.34  -0.09  0.490
H  -0.30  0.00  -0.20  0.475
O  -0.17  -3.51  -0.03  -0.968
H  0.12  -2.83  -0.64  0.488
H  -0.29  -4.29  -0.57  0.469
O  0.83  1.49  3.71  -0.946
H  1.34  1.34  2.91  0.490
H  1.29  2.19  4.16  0.452

The LUMO energy is -0.013 hartree. As for the structure (SMILES): O.O.O.O.O.O.O.O.O.O.O.

Model ii:
Molecular formula: H22O11
Method: DFT, ωB97M-V with the def2-TZVPD basis set

Last column: natural (NBO) charge in e.
Cartesian coordinates (Å):
O  -2.11  -2.15  -1.07  -0.915
H  -2.85  -2.48  -0.54  0.473
H  -2.43  -1.32  -1.44  0.442
O  0.11  0.45  0.18  -1.009
H  -0.86  0.50  0.06  0.510
H  0.44  0.21  -0.70  0.498
O  -3.01  -1.45  1.79  -0.955
H  -2.37  -1.15  2.46  0.492
H  -2.99  -0.77  1.12  0.458
O  2.39  2.33  -0.46  -0.973
H  1.78  2.34  0.29  0.497
H  3.19  2.77  -0.14  0.482
O  -0.51  -0.01  3.08  -0.961
H  -0.15  0.04  2.18  0.484
H  0.03  -0.68  3.52  0.475
O  -2.54  1.11  -0.84  -0.965
H  -3.40  1.41  -0.50  0.489
H  -2.70  0.95  -1.78  0.486
O  0.28  -2.54  0.41  -0.922
H  0.56  -1.62  0.51  0.462
H  0.15  -2.85  1.32  0.455
O  3.01  0.25  -2.43  -0.973
H  3.94  0.49  -2.47  0.480
H  2.56  1.03  -2.08  0.496
O  3.21  -0.80  0.31  -0.932
H  3.81  -0.49  -0.37  0.469
H  2.46  -0.20  0.26  0.461
O  0.69  -1.51  -3.01  -0.942
H  0.13  -1.12  -3.70  0.456
H  1.41  -0.87  -2.90  0.482
O  -1.17  2.88  2.56  -0.927
H  -0.95  2.34  1.79  0.463
H  -2.13  2.89  2.59  0.465

The LUMO energy is -0.014 hartree. As for the structure (SMILES): O.O.O.O.O.O.O.O.O.O.O.

Relative to the most stable structure, the computed energies are model i 0.000; model ii 0.448, all in eV.

Model i:
Molecular formula: C6H10OS
Method: DFT, ωB97M-V with the def2-TZVPD basis set

Last column: natural (NBO) charge in e.
Cartesian coordinates (Å):
O  1.37  -2.59  0.53  -0.534
S  -1.80  0.77  1.81  0.193
C  1.67  -1.56  1.08  0.547
C  0.49  -0.79  1.69  -0.322
C  -0.63  -0.37  0.94  -0.050
C  -0.96  2.16  0.96  -0.731
C  3.11  -1.10  1.15  -0.724
C  -0.90  -0.83  -0.44  -0.685
H  0.66  -0.62  2.73  0.221
H  0.00  1.84  0.65  0.224
H  -0.85  3.07  1.56  0.228
H  -1.56  2.45  0.07  0.214
H  3.31  -0.03  1.16  0.228
H  3.75  -1.46  0.27  0.245
H  3.51  -1.50  2.08  0.242
H  0.02  -0.87  -0.98  0.231
H  -1.37  -1.83  -0.34  0.250
H  -1.65  -0.19  -0.98  0.224

The LUMO energy is 0.026 hartree. As for the structure (SMILES): CS/C(C)=C/C(C)=O.

Model ii:
Molecular formula: C6H10OS
Method: DFT, ωB97M-V with the def2-TZVPD basis set

Last column: natural (NBO) charge in e.
Cartesian coordinates (Å):
C  -1.37  0.70  0.95  -0.140
C  1.33  0.64  0.03  -0.546
C  1.11  -0.66  -0.55  -0.285
C  0.16  -0.88  -1.60  -0.440
C  -0.58  -1.86  -0.58  -0.410
C  0.14  -1.30  0.52  0.099
H  -2.23  0.51  0.27  0.192
H  -1.53  1.34  1.96  0.227
H  2.17  1.28  -0.49  0.232
H  1.75  0.82  1.09  0.255
H  2.10  -1.38  -0.52  0.226
H  -0.55  0.02  -1.72  0.236
H  0.37  -1.22  -2.75  0.228
H  -1.60  -1.93  -0.47  0.212
H  0.01  -2.93  -0.62  0.203
H  0.60  -2.12  1.15  0.199
O  -0.55  -0.35  1.44  -0.553
S  -0.09  1.79  -0.12  0.064

The LUMO energy is 0.029 hartree. As for the structure (SMILES): C1O[C@H]2CC[C@H]2CS1.

Relative to the most stable structure, the computed energies are model i 0.000; model ii 2.707, all in eV.

Model i:
Molecular formula: C6H10OS
Method: DFT, ωB97M-V with the def2-TZVPD basis set

Last column: natural (NBO) charge in e.
Cartesian coordinates (Å):
C  0.09  0.77  0.08  -0.310
C  -0.63  0.47  1.51  -0.418
C  -1.43  -0.80  0.88  -0.187
C  -1.87  -0.25  -0.48  -0.423
C  -0.41  -0.39  -0.83  0.224
C  -0.32  -1.57  0.10  -0.448
H  2.38  2.22  0.00  0.167
H  -0.27  1.67  -0.39  0.229
H  -0.06  0.24  2.46  0.229
H  -1.39  1.22  1.73  0.207
H  -2.11  -1.35  1.54  0.216
H  -2.33  0.77  -0.39  0.203
H  -2.64  -0.92  -0.89  0.230
H  1.29  0.00  -1.82  0.480
H  -0.87  -2.42  -0.33  0.206
H  0.51  -2.04  0.53  0.217
O  0.24  -0.34  -2.12  -0.713
S  1.94  0.87  0.44  -0.110

The LUMO energy is 0.021 hartree.

Model ii:
Molecular formula: C6H10OS
Method: DFT, ωB97M-V with the def2-TZVPD basis set

Last column: natural (NBO) charge in e.
Cartesian coordinates (Å):
C  -0.63  -0.40  -0.43  0.252
C  0.51  -1.00  -1.28  -0.423
C  1.78  -0.27  -0.89  -0.409
C  1.30  1.16  -0.63  -0.422
C  -0.06  1.01  0.04  -0.343
C  -0.80  -0.99  0.99  -0.543
H  -2.55  -0.11  -0.72  0.472
H  0.26  -0.72  -2.34  0.220
H  0.52  -2.08  -1.28  0.220
H  2.28  -0.74  0.01  0.208
H  2.53  -0.31  -1.69  0.217
H  1.97  1.81  -0.08  0.223
H  1.13  1.63  -1.62  0.207
H  -0.84  1.75  -0.28  0.224
H  -0.25  -1.91  1.20  0.220
H  -1.88  -1.12  1.21  0.210
O  -1.78  -0.36  -1.22  -0.709
S  -0.10  0.48  1.78  0.177

The LUMO energy is 0.029 hartree.

Relative to the most stable structure, the computed energies are model i 2.253; model ii 0.000, all in eV.